1.
A structure of composition F18InP3. Source: OMol25; level of theory: ωB97M-V with the def2-TZVPD basis set.

Energy above the lowest of the compared OMol25 structures with the same formula, charge and spin, kJ/mol: 298.04
Kohn-Sham gap, eV: 7.04
Strongest force on any atom, eV/A: 9.94

Structure (ORCA input):
```
! RIJCOSX wB97M-V def2-TZVPD def2/J DEFGRID3
* xyz 0 1
In -0.984 -0.140 0.645
P 0.000 2.327 2.041
F 0.960 1.146 1.549
F 0.883 3.456 1.306
F -0.833 2.080 0.672
F -1.197 3.316 2.562
F -0.866 1.048 2.650
F 0.831 2.613 3.417
P 1.296 0.299 -1.158
F 2.268 -0.828 -1.813
F 1.151 1.044 -2.624
F -0.055 -0.524 -1.444
F 0.306 1.315 -0.420
F 1.380 -0.580 0.203
F 2.591 1.242 -0.829
P -1.098 -2.579 -0.946
F -0.059 -2.344 -2.253
F -1.691 -0.999 -1.144
F -2.405 -3.154 -1.763
F -2.069 -2.672 0.242
F -0.515 -4.110 -0.867
F 0.106 -1.957 -0.025
*
```

Atomic partial charges in e from the Mulliken method, atoms 1 to 2:
1 In 2.0848
2 P 1.2612

***

2.
A cluster of 2 separate species, C8H10Se in total. Source: OMol25; level of theory: ωB97M-V with the def2-TZVPD basis set.

SMILES: c1ccccc1.CC=[Se]
Energy above the lowest of the compared OMol25 structures with the same formula, charge and spin, kJ/mol: 90.04
Kohn-Sham gap (alpha / beta), eV: 7.86 / 7.86
Strongest force on any atom, eV/A: 4.92

Structure (ORCA input):
```
! RIJCOSX wB97M-V def2-TZVPD def2/J DEFGRID3
* xyz 0 1
C 1.879 0.171 -0.036
C 1.798 -1.163 0.137
C 0.733 -1.828 -0.484
C 0.022 -1.119 -1.448
C 0.281 0.287 -1.755
C 1.104 0.913 -0.845
H 2.688 0.699 0.379
H 2.525 -1.691 0.821
H 0.534 -2.925 -0.468
H -0.674 -1.721 -2.009
H -0.335 0.841 -2.468
H 1.274 1.967 -0.922
C -2.239 1.010 0.852
C -1.125 0.412 1.650
Se 0.110 1.217 2.668
H -1.846 1.912 0.400
H -2.978 1.436 1.559
H -2.649 0.309 0.269
H -1.103 -0.727 1.701
*
```

Atomic partial charges in e from the natural (NBO) method, atoms 1 to 2:
1 C -0.2121
2 C -0.2063

***

3.
A structure of composition C39H63AuP4Si. Source: OMol25; level of theory: ωB97M-V with the def2-TZVPD basis set.

Kohn-Sham gap (alpha / beta), eV: 6.46 / 5.37
⟨S²⟩: 2.0133
Strongest force on any atom, eV/A: 0.34

Structure (ORCA input):
```
! RIJCOSX wB97M-V def2-TZVPD def2/J DEFGRID3
* xyz 2 3
Au -0.030 -0.155 -0.790
C 0.587 -3.634 0.695
C -0.611 -3.754 -0.244
C -0.155 -4.114 -1.654
P -1.690 -2.244 -0.241
C -3.173 -2.742 -1.229
C -3.661 -4.202 -1.091
C -4.296 -1.712 -1.055
C -2.133 -2.119 1.526
C -3.161 -2.900 2.063
C -3.465 -2.835 3.417
C -2.751 -1.988 4.252
C -1.727 -1.210 3.727
C -1.394 -1.268 2.368
Si -0.008 -0.206 1.701
C 1.696 -0.828 2.133
C 1.930 -1.601 3.276
C 3.208 -2.044 3.591
C 4.274 -1.726 2.760
C 4.065 -0.967 1.618
C 2.784 -0.510 1.295
P 2.494 0.507 -0.185
C 3.731 0.068 -1.474
C 5.212 0.412 -1.224
C 3.552 -1.412 -1.845
C 2.724 2.285 0.293
C 3.261 3.107 -0.886
C 3.570 2.491 1.550
C -0.172 1.525 2.379
C 0.277 1.825 3.671
C 0.061 3.078 4.229
C -0.614 4.052 3.504
C -1.049 3.784 2.214
C -0.815 2.527 1.643
P -1.377 2.140 -0.033
C -1.037 3.536 -1.211
C -0.252 3.023 -2.411
C -0.339 4.757 -0.604
C -3.208 1.973 0.037
C -3.618 0.948 1.092
C -3.885 3.324 0.300
H 1.138 -4.580 0.697
H 0.295 -3.417 1.723
H 1.278 -2.853 0.361
H -1.264 -4.542 0.134
H 0.548 -3.361 -2.012
H -0.984 -4.191 -2.363
H 0.365 -5.075 -1.650
H -2.796 -2.609 -2.244
H -4.745 -4.221 -0.958
H -3.227 -4.746 -0.254
H -3.435 -4.776 -1.990
H -4.698 -1.718 -0.040
H -5.114 -1.942 -1.741
H -3.949 -0.699 -1.278
H -3.745 -3.557 1.430
H -4.267 -3.447 3.817
H -2.994 -1.928 5.307
H -1.197 -0.526 4.386
H 1.100 -1.879 3.920
H 3.373 -2.642 4.480
H 5.274 -2.070 3.000
H 4.912 -0.728 0.990
H 3.379 0.674 -2.310
H 5.361 1.254 -0.549
H 5.689 0.665 -2.173
H 5.748 -0.447 -0.819
H 3.829 -2.060 -1.011
H 4.196 -1.667 -2.691
H 2.520 -1.645 -2.116
H 1.710 2.611 0.520
H 4.332 2.946 -1.024
H 3.116 4.172 -0.688
H 2.771 2.880 -1.835
H 4.583 2.098 1.430
H 3.125 2.015 2.425
H 3.653 3.563 1.753
H 0.809 1.071 4.246
H 0.419 3.298 5.229
H -0.794 5.029 3.937
H -1.561 4.561 1.664
H -2.031 3.815 -1.560
H 0.720 2.655 -2.091
H -0.101 3.828 -3.135
H -0.775 2.214 -2.913
H 0.503 4.483 0.035
H -1.018 5.381 -0.024
H 0.049 5.371 -1.420
H -3.492 1.615 -0.958
H -3.391 1.317 2.095
H -3.117 -0.005 0.961
H -4.695 0.773 1.034
H -3.709 3.654 1.325
H -4.963 3.191 0.178
H -3.576 4.116 -0.385
C 0.555 -2.221 -4.097
P 0.180 -0.633 -3.289
C 1.378 0.421 -4.181
C -1.461 -0.274 -4.007
H 0.578 -2.037 -5.172
H -0.202 -2.971 -3.881
H 1.528 -2.597 -3.784
H 1.079 0.496 -5.227
H 2.355 -0.063 -4.139
H 1.468 1.415 -3.763
H -1.384 -0.157 -5.089
H -1.905 0.624 -3.581
H -2.127 -1.109 -3.790
*
```

Atomic partial charges in e from the Mulliken method, atoms 1 to 2:
1 Au 1.2023
2 C -1.2649

***

4.
A structure of composition C49H42MnN3O3PS2. Source: OMol25; level of theory: ωB97M-V with the def2-TZVPD basis set.

Energy above the lowest of the compared OMol25 structures with the same formula, charge and spin, kJ/mol: 19.58
Kohn-Sham gap (alpha / beta), eV: 6.32 / 7.56
⟨S²⟩: 6.0915
Strongest force on any atom, eV/A: 0.74

Structure (ORCA input):
```
! RIJCOSX wB97M-V def2-TZVPD def2/J DEFGRID3
* xyz 1 5
Mn 1.112 -0.006 0.391
N 2.823 0.370 -2.135
P 2.106 -1.137 -1.679
C 3.383 -2.294 -2.215
C 4.130 -2.963 -1.249
C 5.147 -3.826 -1.634
C 5.417 -4.016 -2.980
C 4.677 -3.343 -3.948
C 3.659 -2.485 -3.570
C 0.784 -1.318 -2.897
C 0.231 -0.223 -3.550
C -0.844 -0.405 -4.410
C -1.382 -1.668 -4.596
C -0.842 -2.759 -3.928
C 0.238 -2.587 -3.081
C 3.146 1.352 -1.237
C 3.919 2.454 -1.639
C 4.220 3.430 -0.728
C 3.784 3.303 0.595
C 3.038 2.205 0.924
N 2.699 1.251 0.027
H 3.276 0.446 -3.036
H 3.915 -2.812 -0.197
H 5.724 -4.348 -0.883
H 6.203 -4.695 -3.281
H 4.890 -3.497 -4.997
H 3.068 -1.981 -4.327
H 0.628 0.772 -3.385
H -1.261 0.446 -4.934
H -2.225 -1.806 -5.260
H -1.272 -3.743 -4.058
H 0.656 -3.441 -2.561
H 4.257 2.514 -2.665
H 4.796 4.294 -1.035
H 4.019 4.041 1.346
H 2.678 2.032 1.929
O -1.206 0.083 2.131
C -2.213 -0.714 1.509
C -1.673 -1.064 0.102
O -2.376 -1.382 -0.824
O -0.358 -1.072 0.016
C -2.352 -2.077 2.197
C -3.557 -2.771 2.148
C -3.654 -4.040 2.694
C -2.551 -4.631 3.295
C -1.349 -3.942 3.348
C -1.246 -2.673 2.795
C -3.525 0.074 1.524
C -4.397 0.204 0.447
C -5.573 0.937 0.581
C -5.899 1.537 1.786
C -5.034 1.411 2.865
C -3.860 0.691 2.730
H -0.992 -0.275 3.001
H -4.419 -2.318 1.675
H -4.596 -4.570 2.650
H -2.625 -5.628 3.709
H -0.483 -4.394 3.815
H -0.289 -2.165 2.812
H -4.170 -0.284 -0.488
H -6.242 1.024 -0.265
H -6.825 2.089 1.891
H -5.277 1.868 3.815
H -3.192 0.604 3.578
S 1.819 -0.487 2.514
C 3.150 -1.631 2.735
C 4.226 -1.273 3.540
C 5.222 -2.200 3.815
C 5.156 -3.480 3.287
C 4.090 -3.833 2.469
C 3.090 -2.914 2.191
H 4.272 -0.276 3.958
H 6.052 -1.917 4.450
H 5.926 -4.203 3.518
H 4.029 -4.832 2.056
H 2.249 -3.187 1.563
N 0.117 1.680 -0.157
S -1.474 1.847 -0.319
C -1.744 2.879 -1.731
C -1.229 4.169 -1.797
C -1.408 4.899 -2.958
C -2.102 4.343 -4.031
C -2.612 3.058 -3.951
C -2.427 2.310 -2.793
C -2.024 2.950 0.976
C -3.244 3.595 0.830
C -3.676 4.443 1.836
C -2.901 4.626 2.975
C -1.694 3.957 3.113
C -1.247 3.107 2.110
H 0.596 2.574 -0.104
H -0.714 4.604 -0.949
H -1.017 5.905 -3.026
H -2.247 4.924 -4.932
H -3.157 2.635 -4.784
H -2.809 1.299 -2.713
H -3.849 3.444 -0.055
H -4.618 4.964 1.728
H -3.244 5.288 3.758
H -1.096 4.094 4.004
H -0.323 2.556 2.218
*
```

Atomic partial charges in e from the Mulliken method, atoms 1 to 2:
1 Mn 0.4808
2 N 0.0295

***

5.
The molecule C5H9NO. Source: OMol25; level of theory: ωB97M-V with the def2-TZVPD basis set.

SMILES: [H]/N=C(/C)OC1CC1
Energy above the lowest of the compared OMol25 structures with the same formula, charge and spin, kJ/mol: 214.78
Kohn-Sham gap, eV: 11.18
Strongest force on any atom, eV/A: 0.41

Structure (ORCA input):
```
! RIJCOSX wB97M-V def2-TZVPD def2/J DEFGRID3
* xyz 0 1
H 0.504 2.114 1.104
N 1.196 1.790 0.426
C 1.218 0.529 0.358
C 2.088 -0.211 -0.615
O 0.400 -0.331 1.069
C -0.952 -0.028 0.824
C -1.805 -1.079 0.198
C -1.353 0.108 -0.610
H 3.093 -0.354 -0.211
H 1.650 -1.191 -0.820
H 2.157 0.371 -1.538
H -1.407 0.625 1.567
H -1.336 -2.034 -0.021
H -2.844 -1.132 0.504
H -0.579 -0.082 -1.349
H -2.029 0.907 -0.888
*
```

Atomic partial charges in e from the natural (NBO) method, atoms 1 to 2:
1 H 0.3409
2 N -0.6728

***

6.
A cluster of 26 separate species, C26H104N52O26 in total. Source: OMol25; level of theory: ωB97M-V with the def2-TZVPD basis set.

Energy above the lowest of the compared OMol25 structures with the same formula, charge and spin, kJ/mol: 1877.93
Kohn-Sham gap, eV: 7.15
Strongest force on any atom, eV/A: 11.11

Structure (ORCA input):
```
! RIJCOSX wB97M-V def2-TZVPD def2/J DEFGRID3
* xyz 0 1
C 24.402 29.970 -15.254
O 25.314 29.344 -15.727
N 24.423 31.231 -14.841
N 23.179 29.461 -15.108
H 23.565 31.763 -14.835
H 25.253 31.628 -14.425
H 22.560 29.908 -14.447
H 22.972 28.510 -15.377
C 28.900 34.610 -26.534
O 28.370 35.645 -26.274
N 29.177 34.382 -27.743
N 28.917 33.583 -25.728
H 29.655 33.629 -28.216
H 29.097 35.234 -28.280
H 28.670 33.768 -24.767
H 29.488 32.784 -25.964
C 32.802 33.388 -23.892
O 32.202 32.828 -23.000
N 33.561 34.396 -23.682
N 32.810 32.893 -25.110
H 34.006 34.883 -24.447
H 33.488 34.850 -22.783
H 32.167 32.130 -25.269
H 33.431 33.235 -25.829
C 33.821 39.422 -15.043
O 33.494 38.691 -15.930
N 34.025 40.633 -15.004
N 34.156 38.912 -13.892
H 33.444 41.186 -14.390
H 33.980 40.941 -15.965
H 34.478 39.382 -13.058
H 33.992 37.915 -13.872
C 33.044 37.365 -21.984
O 32.438 36.367 -22.202
N 32.919 38.047 -20.915
N 33.776 37.784 -22.894
H 33.473 38.862 -20.692
H 32.160 37.665 -20.369
H 34.312 38.638 -22.842
H 33.742 37.347 -23.804
C 29.047 34.275 -22.301
O 27.883 34.458 -22.352
N 29.920 34.925 -23.000
N 29.642 33.205 -21.787
H 30.838 34.504 -22.997
H 29.853 35.930 -22.928
H 30.644 33.087 -21.816
H 28.935 32.529 -21.533
C 29.395 34.020 -18.352
O 28.860 32.960 -18.618
N 29.834 34.725 -19.296
N 29.594 34.491 -17.145
H 29.990 35.688 -19.035
H 30.042 34.243 -20.159
H 30.468 34.988 -17.048
H 29.058 34.118 -16.374
C 30.111 29.228 -23.454
O 29.248 28.524 -23.728
N 30.109 30.446 -23.024
N 31.324 28.957 -23.766
H 29.270 30.813 -22.598
H 30.728 31.149 -23.401
H 31.402 28.076 -24.254
H 32.172 29.376 -23.412
C 30.154 37.434 -14.740
O 29.929 38.621 -14.524
N 31.345 36.937 -14.867
N 29.215 36.534 -14.745
H 31.589 35.991 -15.123
H 31.943 37.731 -15.043
H 29.456 35.553 -14.738
H 28.368 36.915 -14.348
C 28.843 29.165 -19.286
O 27.838 28.424 -19.510
N 28.923 30.339 -19.751
N 29.797 28.930 -18.455
H 28.297 30.460 -20.534
H 29.787 30.852 -19.646
H 30.489 29.662 -18.540
H 30.030 27.979 -18.208
C 26.625 34.021 -14.513
O 25.606 34.516 -14.141
N 27.529 33.566 -13.716
N 26.883 33.855 -15.824
H 27.428 33.936 -12.781
H 28.323 33.009 -13.998
H 27.432 33.107 -16.223
H 26.503 34.496 -16.506
C 24.977 33.976 -24.396
O 23.866 33.800 -24.831
N 25.967 34.455 -25.067
N 25.313 33.629 -23.221
H 26.895 34.299 -24.701
H 25.707 34.707 -26.010
H 24.649 33.371 -22.505
H 26.304 33.694 -23.038
C 26.240 36.705 -17.591
O 26.037 35.584 -18.026
N 27.311 37.069 -17.046
N 25.403 37.682 -17.646
H 28.119 36.503 -17.258
H 27.406 37.988 -16.638
H 25.688 38.558 -17.231
H 24.585 37.495 -18.208
C 22.360 34.331 -15.990
O 22.278 33.355 -15.284
N 21.298 34.700 -16.787
N 23.445 35.039 -16.063
H 21.360 35.448 -17.463
H 20.505 34.075 -16.811
H 23.523 35.902 -16.582
H 24.235 34.629 -15.585
C 29.606 38.467 -23.656
O 29.759 38.003 -22.482
N 29.868 39.669 -23.864
N 29.336 37.771 -24.687
H 29.800 40.140 -22.973
H 29.762 40.083 -24.779
H 29.334 36.795 -24.428
H 29.511 38.043 -25.644
C 26.824 30.173 -23.048
O 27.373 30.820 -22.172
N 26.895 30.316 -24.258
N 25.848 29.413 -22.758
H 26.493 29.609 -24.858
H 27.713 30.794 -24.607
H 25.555 28.806 -23.511
H 25.624 29.170 -21.804
C 25.627 37.929 -23.116
O 24.941 38.981 -23.092
N 26.114 37.396 -24.184
N 26.027 37.295 -22.111
H 26.070 37.830 -25.095
H 26.512 36.467 -24.184
H 26.228 36.308 -22.194
H 25.978 37.698 -21.187
C 30.167 38.101 -18.941
O 31.200 37.526 -19.003
N 29.092 37.745 -19.564
N 30.009 39.075 -18.121
H 29.176 37.001 -20.242
H 28.576 38.516 -19.964
H 29.146 39.292 -17.642
H 30.806 39.017 -17.504
C 32.840 30.036 -19.907
O 32.056 30.497 -19.039
N 33.308 28.826 -19.994
N 33.336 30.739 -20.862
H 32.871 28.281 -19.265
H 34.006 28.519 -20.656
H 33.789 30.272 -21.636
H 33.019 31.697 -20.894
C 32.665 33.442 -16.016
O 33.081 34.570 -15.818
N 32.120 32.707 -15.063
N 32.619 32.870 -17.204
H 31.682 31.828 -15.299
H 32.026 33.067 -14.124
H 32.223 31.948 -17.314
H 33.133 33.254 -17.985
C 28.363 30.739 -15.823
O 29.431 31.356 -15.622
N 27.869 29.783 -15.021
N 27.516 31.018 -16.730
H 26.888 29.545 -15.011
H 28.366 29.528 -14.179
H 27.873 31.507 -17.539
H 26.724 30.402 -16.841
C 25.333 32.312 -19.382
O 24.554 32.672 -18.461
N 25.410 31.090 -19.856
N 26.329 33.025 -19.874
H 25.087 30.350 -19.250
H 25.919 30.875 -20.702
H 26.828 32.535 -20.603
H 26.770 33.728 -19.299
C 34.262 35.539 -12.100
O 33.698 35.571 -10.989
N 35.521 35.147 -12.173
N 33.847 35.946 -13.257
H 36.087 35.226 -13.006
H 35.882 35.040 -11.236
H 34.413 35.758 -14.071
H 32.910 36.319 -13.314
C 29.764 29.371 -12.090
O 29.895 28.501 -12.925
N 30.111 29.240 -10.816
N 29.787 30.639 -12.346
H 29.789 29.909 -10.131
H 30.385 28.330 -10.476
H 29.827 31.360 -11.639
H 29.748 30.938 -13.310
C 34.321 34.432 -19.513
O 35.071 33.581 -19.085
N 33.731 35.281 -18.712
N 33.937 34.564 -20.766
H 33.832 35.250 -17.708
H 33.001 35.942 -18.935
H 33.400 35.374 -21.040
H 34.304 33.798 -21.312
C 30.488 34.138 -11.206
O 29.385 34.168 -10.633
N 30.920 35.027 -12.005
N 31.333 33.217 -11.101
H 30.314 35.801 -12.237
H 31.899 35.188 -11.817
H 32.149 33.157 -11.693
H 31.421 32.765 -10.203
*
```

Atomic partial charges in e from the Mulliken method, atoms 1 to 2:
1 C 0.6080
2 O -0.8047